The following is a quantum chemistry calculation of one molecule with the formula C4H5N3O, from the OMol25 dataset.

Each atom is followed by the atoms it is bonded to, with distances in Å.
Positions of all 13 atoms, in Å:
1 H 3.090 0.884 0.378  N13 0.994
2 H 1.626 1.645 0.175  N13 0.979
3 H -0.768 -2.143 0.638  C9 1.119
4 H -0.440 2.063 -0.392  C10 1.165
5 N -2.057 0.652 -0.290  N6 1.344, C10 1.313
6 N -2.138 -0.638 0.078  N5 1.344, H8 1.055, C9 1.309
7 C -0.014 -0.217 -0.210  C9 1.380, C10 1.411, C11 1.456
8 H -3.044 -1.133 0.294  N6 1.055
9 C -0.950 -1.189 0.083  H3 1.119, N6 1.309, C7 1.380
10 C -0.784 0.950 -0.402  H4 1.165, N5 1.313, C7 1.411
11 C 1.437 -0.309 -0.149  C7 1.456, O12 1.211, N13 1.362
12 O 1.937 -1.361 -0.482  C11 1.211
13 N 2.105 0.797 0.281  H1 0.994, H2 0.979, C11 1.362

The value obtained for the gap between HOMO and LUMO is 10.2 eV. For the max |F|, the calculation gives 3.7 eV/Å. Its LUMO energy is 0.02938 Eh. Its structure (SMILES) is NC(=O)c1cn[nH]c1.

Atomic partial charges in e from the Mulliken method, atoms 1 to 8: atom 1 (H): 0.21, atom 2 (H): 0.15, atom 3 (H): 0.35, atom 4 (H): 0.25, atom 5 (N): -0.74, atom 6 (N): 0.22, atom 7 (C): 0.56, atom 8 (H): 0.25